[1]
Molecular formula: C48H42N3O4PScSiTe
Method: DFT, ωB97M-V with the def2-TZVPD basis set

The HOMO energy comes out at -3.93 eV. The net charge is -1. The energy above the lowest of the compared OMol25 structures with the same formula, charge and spin comes out at 165.5 kJ/mol. The calculation puts the total energy at -108279.01214 eV.

CARTESIAN COORDINATES (ANGSTROEM)
Sc 0.113 -0.135 0.541
C -3.119 -4.365 -0.405
C -2.158 -3.973 0.515
C -1.793 -2.642 0.632
C -2.356 -1.664 -0.192
C -3.324 -2.068 -1.120
C -3.703 -3.398 -1.213
N -1.904 -0.326 -0.104
N -2.844 0.512 -0.600
C -2.625 1.714 -1.037
C -3.817 2.302 -1.651
C -3.752 3.300 -2.547
C -2.467 3.853 -2.918
C -1.361 3.489 -2.248
C -1.395 2.535 -1.141
H -3.412 -5.405 -0.487
H -1.701 -4.702 1.173
H -1.093 -2.370 1.412
H -3.765 -1.325 -1.767
H -4.455 -3.683 -1.940
H -4.757 1.825 -1.403
H -4.653 3.667 -3.023
H -2.404 4.574 -3.724
H -0.409 3.932 -2.515
O -0.361 1.799 0.866
C -0.386 2.541 -0.210
C 0.770 3.489 -0.366
C 0.595 4.860 -0.195
C 1.650 5.731 -0.407
C 2.884 5.247 -0.824
C 3.068 3.884 -0.986
C 2.026 2.997 -0.723
P 2.164 1.183 -0.878
C 2.434 1.011 -2.678
C 3.671 0.814 -3.282
C 3.768 0.742 -4.666
C 2.635 0.873 -5.455
C 1.396 1.065 -4.856
C 1.294 1.124 -3.475
C 3.768 0.758 -0.119
C 4.431 1.585 0.783
C 5.593 1.155 1.408
C 6.104 -0.106 1.144
C 5.435 -0.947 0.264
C 4.270 -0.524 -0.354
H -0.382 5.235 0.084
H 1.505 6.796 -0.269
H 3.699 5.931 -1.026
H 4.026 3.500 -1.318
H 4.562 0.722 -2.676
H 4.735 0.583 -5.128
H 2.713 0.812 -6.533
H 0.504 1.154 -5.462
H 0.324 1.256 -3.008
H 4.029 2.559 1.025
H 6.092 1.807 2.114
H 7.010 -0.441 1.634
H 5.811 -1.943 0.067
H 3.726 -1.195 -1.007
O 1.281 -0.033 4.198
N 1.092 -0.226 3.023
O 1.817 0.276 2.124
O 0.139 -0.973 2.604
Te -2.940 0.944 2.815
C -3.066 1.431 4.879
C -1.939 1.285 5.685
C -2.001 1.590 7.039
C -3.185 2.049 7.597
C -4.310 2.205 6.798
C -4.250 1.898 5.445
C -3.549 -1.061 3.086
C -2.878 -1.894 3.973
C -3.261 -3.223 4.099
C -4.293 -3.729 3.321
C -4.947 -2.904 2.418
C -4.583 -1.570 2.306
H -1.010 0.930 5.253
H -1.119 1.469 7.656
H -3.233 2.288 8.652
H -5.237 2.564 7.229
H -5.129 2.016 4.823
H -2.044 -1.513 4.548
H -2.736 -3.869 4.792
H -4.574 -4.772 3.405
H -5.734 -3.302 1.788
H -5.089 -0.927 1.597
C 1.506 -2.775 -4.702
Si 2.187 -3.382 -3.070
C 1.761 -5.193 -2.845
C 4.056 -3.182 -3.059
C 1.479 -2.398 -1.718
C 0.976 -1.695 -0.850
H 1.970 -3.276 -5.556
H 1.675 -1.701 -4.798
H 0.428 -2.944 -4.748
H 2.170 -5.810 -3.648
H 0.677 -5.324 -2.825
H 2.156 -5.561 -1.895
H 4.531 -3.841 -3.791
H 4.465 -3.420 -2.074
H 4.334 -2.153 -3.301

Cartesian forces (eV/Å) of the 2 atoms listed first:
0.0429 -0.0001 0.3547
-0.0109 -0.0014 -0.0205



[2]
Molecular formula: C3H9NO2S
Method: DFT, ωB97M-V with the def2-TZVPD basis set

The HOMO energy comes out at 0.36 eV. The net charge is -2. The energy above the lowest of the compared OMol25 structures with the same formula, charge and spin comes out at 65.1 kJ/mol. The calculation puts the total energy at -19675.39033 eV.

CARTESIAN COORDINATES (ANGSTROEM)
C -0.538 -0.561 0.552
C -1.664 -0.553 -0.467
S -3.281 -0.340 0.362
N 0.634 -1.290 0.017
C 2.002 -0.681 0.186
O 2.292 0.334 -0.600
H -0.237 0.468 0.928
H -0.933 -1.019 1.461
H -1.633 -1.542 -0.970
H -1.532 0.184 -1.270
H 0.467 -1.450 -0.970
H 2.634 -1.559 -0.149
H 2.081 -0.402 1.350
H 2.711 2.004 -0.435
H 2.308 3.445 -0.482
O 3.103 2.914 -0.284

Cartesian forces (eV/Å) of the 2 atoms listed first:
1.1399 0.8467 0.2236
-0.4625 -0.3343 0.0891



[3]
Molecular formula: C5H16N2O
Method: DFT, ωB97M-V with the def2-TZVPD basis set

The HOMO energy comes out at -7.38 eV. The net charge is 0. The energy above the lowest of the compared OMol25 structures with the same formula, charge and spin comes out at 450.9 kJ/mol. The calculation puts the total energy at -10467.84807 eV.

CARTESIAN COORDINATES (ANGSTROEM)
C -1.426 -0.375 0.120
C -1.294 -1.722 -0.533
C -2.741 0.326 -0.043
C -0.227 0.861 -1.365
N -0.796 -0.225 1.300
H 0.175 -0.575 1.295
H -0.882 0.680 1.743
H -1.926 -2.430 0.016
H -1.637 -1.684 -1.564
H -0.265 -2.073 -0.508
H -2.995 0.421 -1.096
H -3.523 -0.265 0.445
H -2.728 1.319 0.404
H -0.849 0.561 -2.208
H 0.736 1.131 -1.818
H -0.623 1.787 -0.944
C 3.115 0.638 1.235
N 2.664 0.249 -0.093
O 1.522 -0.591 0.024
H 0.637 0.026 -0.615
H 3.376 -0.338 -0.523
H 4.054 1.189 1.139
H 2.374 1.308 1.680
H 3.261 -0.217 1.912

Cartesian forces (eV/Å) of the 2 atoms listed first:
0.6322 0.0837 -0.0904
-0.0063 0.0615 0.0239



[4]
Molecular formula: C4H3N3
Method: DFT, ωB97M-V with the def2-TZVPD basis set

The HOMO energy comes out at -9.37 eV. The net charge is 0. The energy above the lowest of the compared OMol25 structures with the same formula, charge and spin comes out at 109.6 kJ/mol. The calculation puts the total energy at -8665.27451 eV. Its SMILES is N#Cc1ncc[nH]1.

CARTESIAN COORDINATES (ANGSTROEM)
N -0.429 2.872 0.322
C 0.100 2.038 -0.283
C 0.340 0.705 -0.714
N 1.416 -0.049 -0.556
C 0.956 -1.188 0.027
C -0.395 -1.108 0.279
N -0.816 0.047 -0.248
H 1.598 -2.002 0.323
H -1.049 -1.723 0.869
H -1.721 0.461 -0.024

Cartesian forces (eV/Å) of the 2 atoms listed first:
0.7904 -0.0997 -0.7881
-0.1721 1.6364 0.0863



[5]
Molecular formula: C13H25F3INO2
Method: DFT, ωB97M-V with the def2-TZVPD basis set

The HOMO energy comes out at -6.75 eV. The net charge is 0. The energy above the lowest of the compared OMol25 structures with the same formula, charge and spin comes out at 144.5 kJ/mol. The calculation puts the total energy at -35717.38433 eV.

CARTESIAN COORDINATES (ANGSTROEM)
C 1.613 1.381 3.335
C 0.178 1.718 3.102
C -0.301 1.402 1.718
N -1.818 1.573 1.370
C -2.178 2.979 1.637
C -3.585 3.330 1.108
C -3.790 2.851 -0.443
C -3.422 1.457 -0.680
C -1.979 1.244 -0.077
C -2.638 0.642 2.217
H 1.971 1.708 4.301
H 2.166 2.033 2.841
H 1.760 0.386 3.186
H -0.061 2.934 3.179
H -0.285 1.168 3.961
H -0.237 0.234 1.536
H 0.085 2.172 1.034
H -1.425 3.676 1.265
H -2.335 3.204 2.569
H -3.910 4.339 1.306
H -4.463 2.773 1.508
H -3.305 3.646 -1.179
H -4.683 2.814 -0.685
H -3.408 1.493 -1.702
H -4.327 0.874 -0.208
H -1.248 1.753 -0.737
H -1.904 0.201 -0.165
H -2.550 0.798 3.182
H -2.209 -0.472 2.170
H -3.745 0.755 2.263
I 0.519 -2.332 0.346
C 3.634 -3.871 -0.788
C 4.270 -3.380 -1.965
O 3.754 -3.936 -3.156
C 4.005 -3.522 -4.495
O 4.815 -2.682 -4.778
C 2.981 -4.179 -5.408
F 3.640 -4.324 -6.704
F 2.473 -5.459 -5.014
F 1.835 -3.417 -5.631
H 4.026 -4.945 -0.698
H 2.620 -3.962 -0.949
H 3.741 -3.332 0.132
H 5.522 -3.704 -1.904
H 4.176 -1.999 -1.919

Cartesian forces (eV/Å) of the 2 atoms listed first:
-1.7577 1.3344 2.1455
-2.2995 3.0857 1.7392



[6]
Molecular formula: C30H35N3O10S2
Method: DFT, ωB97M-V with the def2-TZVPD basis set

The HOMO energy comes out at -7.93 eV. The net charge is 0. The calculation puts the total energy at -78282.59095 eV. Its SMILES is [H]/N=C/Cc1c(COCCOCC)c(CCCS)c2nsnc2c1CC.O=C1C=C(O)C(=O)C=C1O.O=C1C=C(O)C(=O)C=C1O.

CARTESIAN COORDINATES (ANGSTROEM)
H -1.175 -0.933 -0.163
N -0.821 -0.097 -0.668
C -0.329 -0.452 -1.835
C 0.289 0.597 -2.917
C -0.224 2.063 -2.494
C -1.349 2.837 -3.332
C -2.016 2.233 -4.671
O -3.328 1.618 -4.412
C -3.194 0.178 -4.292
C -4.490 -0.494 -3.570
O -4.170 -0.540 -2.151
C -4.936 -1.557 -1.458
C -3.993 -2.062 -0.227
C -1.868 4.262 -2.912
C -2.981 5.082 -3.742
C -2.477 6.621 -3.872
C -2.560 7.211 -5.372
S -0.888 8.015 -5.733
C -1.225 4.867 -1.593
N -1.499 6.140 -0.948
S -0.543 6.379 0.444
N 0.359 4.928 0.398
C -0.099 4.166 -0.731
C 0.392 2.753 -1.228
C 1.569 2.071 -0.340
C 2.902 1.774 -1.216
H -0.375 -1.563 -2.135
H 1.424 0.512 -3.014
H -0.144 0.247 -3.934
H -2.107 3.031 -5.505
H -1.381 1.387 -5.141
H -2.310 -0.027 -3.585
H -2.935 -0.350 -5.286
H -5.432 0.130 -3.762
H -4.597 -1.540 -4.026
H -5.848 -1.043 -0.953
H -5.285 -2.426 -2.117
H -4.488 -2.891 0.389
H -2.996 -2.369 -0.700
H -3.794 -1.120 0.410
H -4.028 5.020 -3.247
H -3.128 4.684 -4.812
H -1.392 6.776 -3.518
H -3.126 7.229 -3.133
H -2.813 6.431 -6.172
H -3.309 8.096 -5.355
H -0.826 8.380 -7.071
H 1.894 2.839 0.467
H 1.192 1.158 0.242
H 3.844 2.283 -0.818
H 3.056 0.635 -1.368
H 2.677 2.188 -2.276
O 1.466 -5.523 0.260
C 1.471 -4.591 1.046
C 0.583 -3.433 0.898
C 0.629 -2.424 1.771
O -0.192 -1.343 1.646
C 1.580 -2.433 2.919
O 1.607 -1.486 3.686
C 2.451 -3.602 3.081
C 2.402 -4.613 2.210
O 3.204 -5.706 2.350
H -0.101 -3.437 0.059
H 0.035 -0.756 2.395
H 3.124 -3.604 3.928
H 2.981 -6.290 1.598
O 4.582 -6.633 9.521
C 4.558 -5.739 8.692
C 3.989 -4.417 8.978
C 3.966 -3.469 8.039
O 3.442 -2.236 8.291
C 4.513 -3.715 6.674
O 4.459 -2.831 5.835
C 5.104 -5.028 6.396
C 5.129 -5.975 7.336
O 5.678 -7.199 7.092
H 3.594 -4.253 9.971
H 3.543 -1.735 7.457
H 5.513 -5.187 5.406
H 5.571 -7.701 7.924

Cartesian forces (eV/Å) of the 2 atoms listed first:
0.2719 0.7312 -0.5798
1.0678 -1.1176 -3.1522